Version 1
{"formula": "C2H8N2", "method": "ωB97M-V/def2-TZVPD", "smiles": "CNCN", "molar_mass_g_mol": 60.1, "orbital_gap_ev": 10.069, "symbols": ["C", "N", "C", "N", "H", "H", "H", "H", "H", "H", "H", "H"], "xyz": [[0.986, 0.938, 0.498], [-0.361, 0.350, 0.678], [-0.474, -1.020, -0.044], [-0.989, -0.635, -1.349], [1.017, 1.983, 0.837], [1.820, 0.445, 1.046], [1.090, 1.093, -0.636], [-0.583, 0.176, 1.738], [-1.120, -1.678, 0.497], [0.474, -1.537, -0.137], [-1.675, 0.153, -1.264], [-0.185, -0.267, -1.862]]}

Version 2
{"formula": "C2H8N2", "method": "ωB97M-V/def2-TZVPD", "smiles": "C=CN.N", "molar_mass_g_mol": 60.1, "orbital_gap_ev": 7.241, "symbols": ["N", "H", "H", "H", "C", "C", "N", "H", "H", "H", "H", "H"], "xyz": [[-4.191, -4.524, 4.644], [-3.539, -3.853, 5.056], [-4.472, -4.126, 3.751], [-3.529, -5.241, 4.338], [0.895, 1.773, -2.676], [2.232, 2.006, -2.364], [2.733, 2.921, -1.548], [0.390, 0.913, -2.255], [0.493, 2.073, -3.638], [3.054, 1.732, -3.058], [2.196, 3.360, -0.810], [3.739, 2.968, -1.439]]}

Version 3
{"formula": "C2H8N2", "method": "ωB97M-V/def2-TZVPD", "smiles": "C=NC.N", "molar_mass_g_mol": 60.1, "orbital_gap_ev": 10.783, "symbols": ["N", "H", "H", "H", "C", "C", "N", "H", "H", "H", "H", "H"], "xyz": [[1.176, -2.655, 0.889], [1.125, -3.133, -0.003], [0.809, -3.283, 1.590], [0.628, -1.812, 0.811], [0.498, 1.316, -0.092], [-1.668, 1.506, -0.768], [-0.828, 2.029, 0.031], [0.873, 1.441, 0.935], [1.158, 1.890, -0.752], [0.400, 0.246, -0.300], [-1.622, 0.467, -1.145], [-2.550, 1.988, -1.196]]}

Of them, the most stable is version 1 and the least stable is version 2.

Version 1
{"formula": "C2H8N2", "method": "ωB97M-V/def2-TZVPD", "smiles": "C=NC.N", "molar_mass_g_mol": 60.1, "orbital_gap_ev": 9.978, "symbols": ["N", "H", "H", "H", "C", "C", "N", "H", "H", "H", "H", "H"], "xyz": [[4.252, 1.783, -0.367], [4.014, 1.418, -1.242], [4.299, 0.973, 0.264], [5.254, 1.875, -0.560], [-0.617, -0.590, -0.043], [-2.993, -0.469, 0.384], [-2.000, -1.243, 0.150], [-0.696, 0.160, -0.809], [-0.007, -1.468, -0.387], [-0.269, -0.149, 0.929], [-2.947, 0.513, 0.099], [-3.745, -0.749, 1.178]]}

Version 2
{"formula": "C2H8N2", "method": "ωB97M-V/def2-TZVPD", "smiles": "C=CN.N", "molar_mass_g_mol": 60.1, "orbital_gap_ev": 9.271, "symbols": ["N", "H", "H", "H", "C", "C", "N", "H", "H", "H", "H", "H"], "xyz": [[-1.481, 0.233, -1.862], [-0.518, -0.162, -1.926], [-2.001, 0.001, -2.722], [-1.952, -0.479, -1.198], [-0.257, -0.440, 1.330], [0.994, 0.001, 1.383], [1.574, 0.793, 0.413], [-0.898, -0.184, 0.353], [-0.645, -1.190, 2.009], [1.493, -0.071, 2.416], [1.132, 0.607, -0.529], [2.558, 0.892, 0.332]]}

Of them, the most stable is version 2 and the least stable is version 1.

Version 1
{"formula": "C2H8N2", "method": "ωB97M-V/def2-TZVPD", "smiles": "C=CN.N", "molar_mass_g_mol": 60.1, "orbital_gap_ev": 10.168, "symbols": ["N", "H", "H", "H", "C", "C", "N", "H", "H", "H", "H", "H"], "xyz": [[-0.938, 1.986, -0.759], [-1.598, 1.628, -1.507], [-0.230, 1.305, -0.529], [-1.474, 2.082, 0.158], [0.790, -0.216, 1.383], [-0.023, -0.740, 0.454], [0.386, -1.369, -0.820], [1.895, -0.648, 1.357], [0.401, -0.066, 2.367], [-1.054, -0.782, 0.558], [1.397, -1.254, -0.790], [-0.070, -0.847, -1.585]]}

Version 2
{"formula": "C2H8N2", "method": "ωB97M-V/def2-TZVPD", "smiles": "[H]/N=C/N.C", "molar_mass_g_mol": 60.1, "orbital_gap_ev": 10.508, "symbols": ["C", "H", "H", "H", "H", "N", "C", "N", "H", "H", "H", "H"], "xyz": [[4.248, -0.693, 0.585], [3.394, -1.369, 0.545], [3.925, 0.274, 0.952], [5.070, -1.129, 1.148], [4.613, -0.651, -0.443], [-3.621, 0.348, -1.284], [-2.893, 0.818, -0.216], [-1.993, 0.102, 0.329], [-4.617, 0.461, -1.299], [-3.254, -0.508, -1.673], [-3.282, 1.725, 0.247], [-1.591, 0.621, 1.110]]}

Of them, the most stable is version 2 and the least stable is version 1.